Entry 1:
8
Properties=species:S:1:pos:R:3:forces:R:3 method="wB97M-V/def2-TZVPD" total_charge=-1 e_lumo_ev=3.05 energy_ha=-923.81032 e_homo_ha=-0.14355 fmax_ev_per_a=2.40
S -0.90156 -1.57297 0.13142 -0.178 0.460 -0.217
I -1.22860 0.98382 -1.97127 -0.151 0.100 0.126
C 1.19404 0.53057 0.48912 -1.726 1.270 0.215
H -1.64224 0.47350 0.76079 1.705 0.470 -1.458
C -0.75270 0.28354 0.01683 -0.089 -1.520 1.858
O 1.83726 0.30939 -0.47957 0.653 -0.902 -1.597
H 0.18713 -1.94876 -0.55368 0.131 0.208 -0.022
O 1.30668 0.94092 1.60637 -0.345 -0.087 1.095

Entry 2:
15
Properties=species:S:1:pos:R:3:forces:R:3 method="wB97M-V/def2-TZVPD" e_lumo_ev="0.32 / 0.32" energy_ha=-682.65189 e_homo_ha="-0.32080 / -0.32083" fmax_ev_per_a=5.40
N 0.66884 -0.95986 -0.86908 1.918 0.671 0.371
H 2.84545 1.58953 -0.75673 2.201 3.793 0.891
P 1.39542 0.12650 0.27220 -1.498 0.709 -1.055
H 1.77906 0.82616 -1.79138 1.595 -0.056 1.872
N 2.38454 0.79079 -0.89597 -3.547 -3.427 -2.210
C -1.22773 -1.02802 0.63038 0.577 0.497 0.922
C -1.58626 0.48092 0.53257 -0.822 0.042 -0.359
C -0.45865 -1.40520 -0.61486 -2.747 -0.496 0.400
C -0.74026 1.46732 0.30618 2.721 -2.655 0.563
H -0.44380 -1.05114 1.43776 -1.075 -0.481 -0.240
O 2.02478 -0.39924 1.51607 -0.836 0.809 -1.046
H -1.01163 -1.96056 -1.38789 0.340 -0.116 0.151
H -0.82927 2.53386 0.14133 -0.065 -0.228 0.141
H -2.66261 0.63906 0.60300 0.017 0.292 -0.052
H -2.13787 -1.65009 0.87643 1.221 0.645 -0.350

Entry 3:
105
Properties=species:S:1:pos:R:3:forces:R:3 method="wB97M-V/def2-TZVPD" total_charge=-1 e_lumo_ev="1.64 / 1.73" energy_ha=-7311.62612 multiplicity=2 e_homo_ha="-0.16169 / -0.22831" fmax_ev_per_a=0.69
N 1.63990 2.17186 2.72717 0.089 0.000 -0.687
O -0.82307 -1.48015 0.09774 0.254 0.122 0.103
C 3.87863 5.53661 -3.33562 0.003 0.001 0.007
C 4.59055 3.27674 -2.91987 0.004 0.027 0.013
H -6.17158 0.40819 1.79997 0.001 -0.003 -0.020
C 6.64286 0.86725 0.26936 -0.006 0.020 0.015
C 1.51775 -1.19246 4.23350 -0.034 0.059 -0.100
S 3.66715 -3.38490 -1.34172 -0.015 -0.035 0.063
H 3.06753 2.77907 0.32870 -0.047 0.000 0.065
C 0.06479 -2.30251 -2.55115 -0.065 0.049 -0.031
Br -0.99139 2.54454 -2.07711 0.095 0.059 0.083
C 6.24964 -0.74308 -1.45548 0.006 0.028 -0.030
C 2.92249 -2.18421 -0.34270 0.075 -0.019 0.011
O 0.75060 2.87930 2.30550 0.072 0.105 0.363
H 7.25200 1.25630 1.07579 -0.002 0.003 -0.004
H -7.04651 1.48365 0.70328 -0.003 0.001 0.010
H -4.45141 2.25320 2.11290 0.005 -0.014 0.024
H 2.24021 -4.00282 -3.22855 0.004 0.023 -0.003
C -3.40842 -2.86706 0.17844 0.055 0.041 0.003
H -2.72190 -2.78215 1.01053 -0.103 -0.077 -0.035
Ti -0.46617 0.33749 -0.78812 -0.205 -0.231 -0.179
C -0.43210 -3.20750 -3.43144 -0.069 -0.018 0.055
H -5.47136 0.98742 -1.90991 0.003 -0.046 -0.015
C -4.86458 -1.89260 -1.44335 -0.040 -0.071 0.088
N -0.31049 -2.03436 1.18392 0.044 -0.027 -0.012
O 1.19461 0.66133 -1.67765 0.038 -0.069 0.289
C 5.05422 -0.10955 -1.78273 -0.005 0.134 0.013
N 1.74371 -1.83670 -0.74238 -0.056 0.037 0.032
O 2.78699 2.53935 2.93194 -0.050 0.057 0.250
H 5.58393 4.61723 -4.26074 0.000 -0.001 -0.001
H 6.54923 -1.62511 -2.00823 -0.004 -0.005 -0.007
O 0.23082 0.74351 0.87288 -0.142 0.097 0.009
H 2.41565 0.68618 4.78129 0.003 -0.001 0.007
H -3.56877 2.89125 0.71580 0.001 0.000 0.008
C -4.52916 2.49104 1.05149 0.002 -0.022 -0.034
H 0.58168 -2.96067 3.43711 -0.013 -0.004 -0.001
C 2.64582 4.14448 -1.80866 -0.030 -0.016 -0.034
C -2.60660 -0.43493 4.94225 -0.001 -0.008 -0.009
S -1.87463 -2.63726 -4.13771 0.017 0.065 -0.010
C 4.76030 4.48984 -3.56908 -0.002 -0.004 -0.001
C 0.60518 0.10252 1.93775 0.064 -0.065 -0.194
H 5.27496 2.46030 -3.10951 0.001 -0.004 0.002
H -5.72766 -3.23948 -2.87544 0.005 0.006 0.007
C 0.79665 -1.91420 3.29491 0.018 -0.016 0.025
H 5.15294 2.36919 0.50884 0.012 -0.002 0.013
C 1.35968 -2.51242 -1.87286 0.000 -0.005 -0.053
C 1.82846 0.14093 4.05953 -0.008 -0.027 0.080
H -0.03353 -4.17875 -3.66603 -0.001 -0.002 0.015
C -2.27661 0.63227 2.81317 -0.043 0.044 0.010
C 5.45390 1.49599 -0.05664 -0.011 -0.016 -0.001
C 1.34438 0.75696 2.92104 0.057 0.046 0.273
H -3.65059 -0.49064 -3.91236 -0.031 -0.032 -0.031
N -0.72451 -1.16144 -2.43239 -0.054 0.055 -0.059
C 3.31171 1.76831 -1.32121 -0.054 -0.092 0.057
O 1.73359 -3.05091 5.57134 -0.013 -0.008 0.009
C 3.53897 3.09976 -2.02709 0.074 0.025 -0.041
H 4.44913 -0.49251 -2.58926 -0.082 -0.008 -0.067
C -3.51625 -1.30432 4.35590 0.016 0.009 -0.006
H -2.37678 -0.51790 5.99756 0.001 0.001 0.003
H -4.59395 -5.23255 -1.93770 0.002 0.004 -0.004
H -4.00030 -2.06741 4.95326 0.001 -0.001 0.000
C 4.63570 1.01528 -1.08031 -0.070 0.005 -0.052
C -4.44079 -4.25764 -1.48979 0.016 -0.004 0.024
C 2.32159 0.95922 -2.21565 0.093 -0.180 0.059
H 3.39013 -2.21407 1.74568 -0.019 0.000 -0.018
Si -3.57130 -0.03096 0.36878 -0.016 -0.225 0.154
C -5.11545 1.76366 -1.23125 0.029 -0.015 0.048
C -2.74981 -0.09646 -3.44603 0.035 0.001 -0.007
H -2.31054 0.66860 -4.08849 -0.003 -0.007 0.012
O 2.69076 1.98196 -0.06148 -0.023 -0.076 -0.112
C 2.28592 -3.39525 -2.34075 0.016 0.000 -0.061
H 2.11322 6.15960 -2.28420 0.002 0.004 -0.003
C 0.35369 -1.28205 2.13729 0.014 -0.046 -0.063
C -6.26638 0.71509 0.75405 0.021 0.007 -0.029
H -3.08300 -4.97446 0.01541 -0.002 0.004 0.015
H -4.17426 2.16015 -1.62357 -0.045 -0.009 0.023
C 2.82023 5.35834 -2.45776 0.001 0.015 -0.012
C -5.07420 -3.14065 -2.01602 -0.010 0.004 0.011
C -1.99228 0.53966 4.16859 -0.011 0.018 -0.004
H -4.50418 -1.89779 2.55613 0.004 0.010 0.008
H 7.97364 -0.76187 -0.17589 -0.004 0.002 -0.002
C -3.79816 -1.20323 2.99949 0.025 -0.060 0.028
C -3.60457 -4.11678 -0.39084 -0.027 -0.007 -0.052
O 2.59169 -1.20584 6.26791 -0.019 -0.004 0.000
H -5.27857 3.28273 0.93774 -0.005 0.008 0.000
H -6.60871 -0.14984 0.18054 -0.016 0.003 0.006
H -1.78687 1.40137 2.22497 -0.001 -0.005 0.007
H -5.85812 2.57028 -1.25472 0.018 0.012 0.002
O 2.66047 0.64142 -3.33835 0.095 0.043 -0.022
N 1.97960 -1.86685 5.44715 0.047 -0.007 -0.002
H -5.36644 -1.03982 -1.87777 -0.042 0.077 -0.026
H -2.99851 0.38505 -2.50387 0.021 -0.031 -0.067
C -1.75898 -1.18784 -3.23497 0.035 -0.096 0.065
O -2.26407 0.53474 -0.42067 0.102 0.156 -0.109
H 1.79277 3.99638 -1.15869 -0.011 -0.020 0.005
C -3.17593 -0.24414 2.19762 -0.068 0.072 -0.044
C 3.61243 -1.62145 0.85545 -0.022 0.021 0.015
C -4.03095 -1.72388 -0.33274 -0.052 0.042 -0.109
C 7.04673 -0.26278 -0.43055 0.013 -0.020 -0.016
H 4.01275 6.48419 -3.84250 -0.001 0.001 -0.001
O -0.43944 -3.27688 1.32654 0.038 0.093 -0.003
H -1.28527 1.22796 4.61701 0.001 -0.007 0.005
C -4.94504 1.27056 0.21408 0.025 0.052 -0.055
H 3.26647 -0.60060 1.01601 -0.022 0.017 0.015
H 4.69171 -1.59662 0.70621 0.005 -0.016 0.030

Entry 4:
15
Properties=species:S:1:pos:R:3:forces:R:3 method="wB97M-V/def2-TZVPD" e_lumo_ev=1.04 energy_ha=-250.56467 e_homo_ha=-0.33646 fmax_ev_per_a=4.16
H -1.34131 0.13895 0.52337 2.276 -0.599 0.710
H -0.59722 0.55510 2.06906 0.676 -1.503 -1.384
C 0.63251 1.35318 -0.82885 -2.242 -3.102 1.624
H 0.10871 2.23640 -0.48578 0.143 0.262 0.077
C -2.78322 1.55857 0.25511 -0.380 0.377 -0.142
H 2.27850 -0.88713 1.31781 0.268 -1.273 1.354
C 2.05688 -0.19218 0.58235 0.871 0.504 -1.876
H 2.79588 -0.03640 -0.20356 0.301 0.283 0.535
N -3.59682 0.72771 0.23462 -0.313 0.135 0.029
H -0.08889 0.81917 -1.54234 1.066 0.789 0.765
H -0.45452 -1.18677 1.29919 0.440 0.437 0.426
H -4.34120 0.06649 0.27335 0.011 -0.072 -0.032
C 0.87817 0.32974 0.38569 -2.411 1.377 -1.592
H 1.55346 1.53036 -1.27915 1.426 0.616 -0.929
C -0.37820 -0.10350 1.12262 -2.133 1.769 0.435

Copy entry 4 word for word.
15
Properties=species:S:1:pos:R:3:forces:R:3 method="wB97M-V/def2-TZVPD" e_lumo_ev=1.04 energy_ha=-250.56467 e_homo_ha=-0.33646 fmax_ev_per_a=4.16
H -1.34131 0.13895 0.52337 2.276 -0.599 0.710
H -0.59722 0.55510 2.06906 0.676 -1.503 -1.384
C 0.63251 1.35318 -0.82885 -2.242 -3.102 1.624
H 0.10871 2.23640 -0.48578 0.143 0.262 0.077
C -2.78322 1.55857 0.25511 -0.380 0.377 -0.142
H 2.27850 -0.88713 1.31781 0.268 -1.273 1.354
C 2.05688 -0.19218 0.58235 0.871 0.504 -1.876
H 2.79588 -0.03640 -0.20356 0.301 0.283 0.535
N -3.59682 0.72771 0.23462 -0.313 0.135 0.029
H -0.08889 0.81917 -1.54234 1.066 0.789 0.765
H -0.45452 -1.18677 1.29919 0.440 0.437 0.426
H -4.34120 0.06649 0.27335 0.011 -0.072 -0.032
C 0.87817 0.32974 0.38569 -2.411 1.377 -1.592
H 1.55346 1.53036 -1.27915 1.426 0.616 -0.929
C -0.37820 -0.10350 1.12262 -2.133 1.769 0.435